Record 1
ORCA calculation (ωB97M-V with the def2-TZVPD basis set) on a structure of composition C35H43BeN5O2S.

```
87
Properties=species:S:1:pos:R:3:lowdin_charge:R:1
Be -0.06758 -0.37941 0.24593 0.117
C -1.27694 -0.35033 -4.11436 -0.035
C -0.87716 -1.50897 -3.19138 -0.362
C -0.26196 -2.64671 -4.00858 -0.075
C -2.08524 -1.93786 -2.37846 -0.140
C -2.92782 -2.94739 -2.83268 -0.038
C -4.07877 -3.27513 -2.13740 -0.078
C -4.39413 -2.59336 -0.97333 -0.052
C -3.57320 -1.58726 -0.47401 -0.138
C -4.01126 -0.84426 0.77842 -0.369
C -5.16824 0.11302 0.45740 -0.054
C -4.42864 -1.77482 1.92068 -0.072
C -2.40438 -1.26264 -1.19198 -0.176
N -1.51519 -0.24325 -0.73056 0.046
C -2.03458 1.01107 -0.76769 -0.447
O -3.06040 1.40463 -1.30775 0.059
C -1.11831 1.96415 -0.04802 -0.124
C -1.11321 3.34411 -0.10852 0.030
C -0.00566 4.00798 0.41054 -0.019
C 1.09710 3.28637 0.86238 0.029
C 1.00013 1.91021 0.87859 -0.126
N -0.12860 1.30813 0.53685 0.108
C 2.11351 0.90364 0.98541 -0.444
O 3.22667 1.21198 1.39297 0.060
N 1.69508 -0.27984 0.46761 0.046
C 2.69861 -1.28814 0.38890 -0.182
C 3.06320 -2.07300 1.49736 -0.136
C 3.98888 -3.09355 1.30413 -0.030
C 4.56210 -3.33308 0.06737 -0.070
C 4.21726 -2.54027 -1.01372 -0.043
C 3.28616 -1.51579 -0.87305 -0.163
C 2.95760 -0.60517 -2.04534 -0.368
C 2.92543 -1.32884 -3.39157 -0.072
C 3.96039 0.55583 -2.07521 -0.038
C 2.53644 -1.81224 2.89321 -0.387
C 3.60605 -1.10042 3.73637 -0.050
C 2.08483 -3.09006 3.60505 -0.086
H -0.40275 0.04036 -4.64270 0.078
H -1.74029 0.45972 -3.55016 0.073
H -1.99983 -0.70075 -4.85482 0.088
H -0.12261 -1.13837 -2.49368 0.102
H -0.88114 -2.88484 -4.87627 0.081
H -0.14527 -3.55258 -3.40934 0.048
H 0.72113 -2.35317 -4.38110 0.052
H -2.69301 -3.47495 -3.74937 0.106
H -4.73824 -4.04917 -2.51146 0.100
H -5.31140 -2.83819 -0.44975 0.109
H -3.16378 -0.25638 1.13543 0.119
H -6.04860 -0.45208 0.13867 0.081
H -4.89788 0.80160 -0.33941 0.059
H -5.43700 0.69006 1.34628 0.081
H -5.33763 -2.32905 1.67635 0.072
H -4.63510 -1.18020 2.81308 0.081
H -3.63644 -2.48163 2.16032 0.051
H -1.94122 3.86089 -0.57330 0.125
H 0.03163 5.08950 0.38975 0.114
H 2.01915 3.76663 1.15903 0.125
H 4.27578 -3.71145 2.14736 0.110
H 5.29384 -4.12272 -0.05175 0.102
H 4.68250 -2.71576 -1.97665 0.107
H 1.96731 -0.18388 -1.87014 0.112
H 3.91942 -1.66050 -3.69848 0.077
H 2.55280 -0.64954 -4.16107 0.086
H 2.26482 -2.19972 -3.36510 0.050
H 4.97007 0.17715 -2.25009 0.087
H 3.96071 1.08740 -1.12280 0.072
H 3.71111 1.26142 -2.87207 0.082
H 1.67049 -1.15566 2.80988 0.101
H 4.48100 -1.74468 3.85801 0.080
H 3.20751 -0.87314 4.72835 0.080
H 3.91976 -0.17414 3.25941 0.065
H 2.93589 -3.72174 3.87011 0.071
H 1.40029 -3.67013 2.98530 0.046
H 1.56498 -2.82806 4.52846 0.081
C -2.11546 -5.03612 0.86807 -0.015
N -0.97753 -4.68116 0.03936 -0.099
C -0.45042 -5.44841 -0.98526 -0.036
C 0.58364 -4.76363 -1.50609 -0.078
N 0.66846 -3.58194 -0.79841 0.123
C -0.28409 -3.52403 0.14961 -0.660
S -0.56655 -2.32664 1.31895 0.859
H -2.32006 -6.09656 0.74475 0.095
H -2.98492 -4.45283 0.57719 0.078
H -1.88258 -4.82488 1.90974 0.082
H -0.85972 -6.40630 -1.25287 0.126
H 1.27605 -5.00715 -2.29183 0.126
H 1.42054 -2.90747 -0.87192 0.122
```

orbital gap = 8.08 eV
highest occupied orbital energy = -8.27 eV
total charge = 0

***

Record 2
ORCA calculation (ωB97M-V with the def2-TZVPD basis set) on a structure of composition C2HN2P.

```
6
Properties=species:S:1:pos:R:3:lowdin_charge:R:1
C 1.18200 0.20445 0.63388 -0.638
C -1.00301 -0.76903 -1.01939 -0.338
N 2.20072 0.61007 0.33314 0.113
N -1.25395 -1.44555 -1.89039 -0.008
P -0.46216 -0.01134 1.12358 0.921
H -0.66360 1.41141 0.81917 -0.049
```

orbital gap = 9.81 eV
highest occupied orbital energy = -11.89 eV
total charge = 0

***

Record 3
ORCA calculation (ωB97M-V with the def2-TZVPD basis set) on an isolated molecule of C3H7IN2S.

```
14
Properties=species:S:1:pos:R:3:lowdin_charge:R:1
C -0.49663 0.54642 -0.59560 -0.336
C 1.23970 1.82133 1.34948 -0.235
C 1.06780 0.64218 0.39506 -0.688
N -0.89902 -0.62854 -0.54952 -0.404
N -2.05305 -2.98620 -1.14639 -0.341
S -1.90103 -1.38304 -1.66250 0.912
I 2.73177 0.67485 -1.01605 0.652
H -0.73950 1.50244 -1.24466 0.119
H 1.05400 2.85786 0.87991 0.098
H 0.68620 1.73069 2.21864 0.030
H 2.27460 1.91128 1.74772 0.061
H 1.18015 -0.20622 0.97454 0.006
H -2.98048 -3.19391 -0.56306 0.109
H -1.16451 -3.28913 -0.78758 0.016
```

orbital gap (alpha / beta) = 5.70 / 6.06 eV
highest occupied orbital energy (alpha / beta) = -5.35 / -8.64 eV
total charge = 0
spin multiplicity = 3

***

| no. | E (Eh) |
| --- | --- |
| 1 | -2196.9273 |
| 2 | -527.5689 |
| 3 | -923.6639 |